33
Properties=species:S:1:pos:R:3:forces:R:3:nbo_charge:R:1 method="wB97M-V/def2-TZVPD" smiles=CO.O.O.O.O.O.O.O.O.O homo_ev=-10.6
C -0.93591 1.76738 -2.10103 -0.175 0.094 -0.292 -0.256
O -0.03458 2.04311 -1.03319 -0.026 0.011 0.067 -0.758
H -0.81727 2.50083 -2.90201 -0.014 -0.044 -0.026 0.178
H -0.72528 0.77733 -2.49831 0.204 0.006 0.087 0.207
H -1.97878 1.77788 -1.78055 0.037 0.102 0.137 0.162
H -0.24044 2.90715 -0.66070 -0.052 -0.018 0.025 0.490
O 2.25493 2.91861 -2.54913 -0.072 0.043 0.037 -0.950
H 1.52135 2.59232 -2.00566 0.173 -0.031 -0.098 0.476
H 1.94035 2.87882 -3.45607 0.034 -0.015 -0.026 0.461
O 0.71294 -3.43296 -1.22005 -0.032 0.000 0.070 -0.960
H 0.09306 -2.69618 -1.12932 -0.022 -0.007 -0.154 0.485
H 1.55777 -3.01573 -1.40857 0.039 -0.022 0.031 0.467
O -1.10454 0.03079 3.25741 -0.356 0.123 0.013 -0.954
H -0.61117 0.52445 2.59537 0.123 -0.060 0.002 0.468
H -1.30655 -0.80498 2.81823 0.330 -0.065 0.021 0.480
O 2.68879 2.07338 2.24758 -0.039 0.156 -0.160 -0.942
H 2.07913 2.59805 2.77338 0.009 -0.029 0.072 0.462
H 2.13034 1.46915 1.74418 0.071 -0.164 0.250 0.475
O 1.10568 0.04549 0.68069 -0.229 0.489 -0.217 -1.000
H 0.29924 -0.46969 0.55011 -0.046 -0.188 0.134 0.502
H 0.97982 0.84524 0.14399 -0.101 -0.276 -0.156 0.506
O -1.61177 -1.61238 -1.70561 0.160 0.199 -0.014 -0.967
H -2.28366 -2.24249 -1.43052 -0.049 -0.038 -0.123 0.468
H -1.78499 -0.82021 -1.16877 -0.043 -0.356 0.126 0.490
O -0.81026 -2.24975 1.42027 -0.304 0.084 0.050 -0.968
H -1.59670 -2.63780 1.02611 0.072 -0.105 -0.083 0.469
H -0.31332 -2.99890 1.77173 0.296 0.129 -0.047 0.508
O -2.58799 0.18517 0.23657 -0.122 0.047 -0.177 -0.952
H -3.07563 -0.29161 0.91750 0.090 0.108 0.172 0.491
H -3.26701 0.54411 -0.34581 -0.088 0.079 0.123 0.478
O 2.44412 -1.90055 2.06884 -0.148 -0.010 -0.023 -0.969
H 2.07879 -1.12994 1.59938 0.255 -0.242 0.173 0.491
H 3.19957 -2.17611 1.54396 0.025 -0.003 0.008 0.462


38
Properties=species:S:1:pos:R:3:forces:R:3:nbo_charge:R:1 method="wB97M-V/def2-TZVPD" charge=-1 homo_ev=-2.4
O 3.99076 2.48580 -2.45089 0.649 -0.565 -1.090 -0.904
H 4.01569 3.44538 -2.43694 -0.182 1.677 -0.155 0.461
H 3.15953 2.19679 -2.06733 -2.488 -0.774 0.605 0.511
H 4.63974 2.20130 -1.80321 1.382 -0.686 0.940 0.489
C 0.24270 -0.11734 -0.13543 -0.736 0.900 0.546 0.892
O 1.27660 -0.73506 -0.17464 5.315 -2.935 -0.826 -0.811
O 0.09212 0.91653 -0.82759 -0.334 3.263 -2.391 -0.821
O -0.64189 -0.44743 0.64625 -3.742 -0.830 2.430 -0.806
O -4.39113 -3.42618 1.63918 -0.282 -0.082 0.172 -0.946
H -3.64514 -2.84451 1.49290 0.306 0.247 -0.014 0.482
H -4.36080 -4.04376 0.90849 0.030 -0.120 -0.166 0.463
O -2.12610 3.27400 -4.50967 -0.144 0.281 -0.157 -0.947
H -1.65872 3.03073 -3.71054 0.126 -0.155 0.340 0.481
H -1.85844 2.61804 -5.15335 0.040 -0.192 -0.112 0.466
O 0.49627 5.36739 0.84364 0.188 0.320 -0.078 -0.954
H 0.18683 4.62511 0.32450 -0.036 -0.388 -0.141 0.480
H -0.09965 5.40196 1.59192 -0.116 -0.038 0.203 0.468
O 2.64119 -5.29067 -0.38700 0.203 -0.285 0.112 -0.948
H 2.46961 -5.47830 -1.30983 -0.075 -0.016 -0.204 0.464
H 2.43474 -4.36119 -0.28867 -0.172 0.383 0.103 0.484
O -4.38646 -0.91235 -2.78022 -0.237 -0.200 -0.215 -0.949
H -3.79836 -0.96661 -2.02695 0.280 -0.016 0.251 0.482
H -4.43609 0.02265 -2.97908 0.023 0.233 -0.014 0.467
O 2.15627 -2.29406 -4.35940 0.177 -0.258 -0.268 -0.947
H 2.24037 -2.00509 -3.45075 -0.159 0.110 0.452 0.485
H 2.14115 -1.48365 -4.86855 -0.085 0.171 -0.077 0.460
O 0.00290 -3.59463 4.26975 -0.106 -0.224 0.217 -0.943
H -0.01182 -2.93636 3.57499 -0.073 0.228 -0.391 0.485
H 0.76620 -3.36651 4.80038 0.171 0.030 0.091 0.458
O 4.93454 -0.88945 3.28071 0.350 -0.011 0.115 -0.949
H 4.35779 -1.21694 2.59053 -0.241 -0.085 -0.274 0.482
H 4.35085 -0.42618 3.88147 -0.162 0.116 0.095 0.467
O -1.80172 1.22651 4.90168 -0.154 0.186 0.301 -0.948
H -1.83065 0.89623 4.00373 -0.011 -0.122 -0.398 0.486
H -0.91755 1.02026 5.20488 0.184 -0.072 0.015 0.462
O -3.90646 2.72932 0.73077 -0.372 0.185 0.080 -0.951
H -3.32473 3.44368 0.47096 0.160 0.083 -0.069 0.462
H -3.40008 1.93448 0.56330 0.326 -0.358 -0.028 0.488


36
Properties=species:S:1:pos:R:3:forces:R:3:lowdin_spin:R:1 method="wB97M-V/def2-TZVPD" charge=+1 multiplicity=2 homo_ev="-13.5 / -13.5"
O -2.85609 2.19173 0.70328 -1.769 0.579 0.068 -0.001
H -2.29525 2.92531 0.96582 1.907 1.245 -0.041 0.000
H -2.32621 1.41307 0.51750 0.829 -1.488 -0.505 -0.001
H -3.42584 2.03292 1.45944 -0.840 -0.429 0.299 0.000
C -0.06452 -0.61048 0.49001 0.368 0.796 -0.202 0.110
O -1.17939 0.05517 0.01214 0.504 -0.289 0.454 0.772
H -0.28132 -1.57977 0.93899 -0.633 -0.446 0.033 0.057
H 0.70005 -0.77780 -0.26863 -0.150 -0.019 -0.212 0.006
H 0.35459 -0.06312 1.33431 0.095 0.279 0.268 0.028
O 2.69620 0.51556 -1.96009 -0.082 0.686 0.177 0.000
H 1.96774 -0.10355 -2.00788 -0.203 -0.203 -0.305 0.000
H 2.89630 0.72166 -2.87317 0.151 0.285 -0.165 0.000
O 0.16535 -2.03535 4.18511 -0.077 0.168 0.030 0.000
H -0.48532 -1.70738 3.56438 -0.284 -0.014 -0.015 0.000
H 0.97500 -2.09023 3.67749 0.390 -0.169 0.006 0.000
O 4.04777 -0.59890 0.00562 -0.093 -0.604 0.903 0.000
H 3.38197 -0.09806 -0.46566 0.285 0.317 -0.388 0.000
H 4.87455 -0.34339 -0.40348 0.169 0.066 -0.046 0.000
O -4.06576 -0.46353 0.37265 0.146 0.614 -0.125 0.009
H -3.16050 -0.72262 0.54470 0.103 -0.459 -0.002 0.001
H -4.38335 -0.12953 1.21158 -0.475 -0.313 0.366 0.000
O -0.43860 3.26055 0.84618 -0.999 -0.088 0.341 0.003
H -0.14154 2.39081 0.57871 0.654 -0.194 -0.074 0.001
H -0.41545 3.77978 0.04238 0.319 0.437 -0.377 0.000
O 1.18341 -1.44805 -2.96086 0.279 -0.679 0.102 0.000
H 1.88976 -1.46445 -3.60665 0.277 -0.069 -0.420 0.000
H 1.24853 -2.29125 -2.51252 -0.043 -0.465 0.126 0.000
O 2.29900 1.34195 2.79133 -0.305 0.181 -0.366 0.003
H 1.62722 1.35132 3.47314 -0.071 0.074 0.421 0.000
H 2.25086 0.46141 2.41908 0.441 -0.309 -0.047 0.000
O -2.14065 -2.25160 -1.69552 -0.135 -0.322 0.334 0.013
H -1.51228 -2.09809 -2.40110 0.043 0.198 -0.451 0.000
H -1.78093 -1.77676 -0.94628 -0.010 -0.009 -0.065 0.000
O -0.70111 0.29110 -2.95393 -0.568 0.739 -0.009 0.002
H -0.94111 0.23256 -2.02916 -0.242 0.046 0.076 -0.002
H 0.03692 -0.31099 -3.04891 0.020 -0.142 -0.189 0.000


41
Properties=species:S:1:pos:R:3:forces:R:3:nbo_charge:R:1 method="wB97M-V/def2-TZVPD" charge=-1 homo_ev=-7.2
C -12.04425 -6.56938 15.76624 -1.249 -0.057 -1.236 0.996
O -12.83469 -7.52241 15.76706 -0.926 -1.136 -0.051 -0.860
O -12.22962 -5.65254 14.77354 0.599 0.602 -0.308 -0.769
O -11.20802 -6.36439 16.60727 2.156 1.056 1.399 -0.784
H -12.67342 -6.10561 14.03895 0.029 -0.110 0.284 0.506
O -15.18114 -6.55155 15.02509 -3.043 -0.269 0.836 -0.971
H -14.24830 -6.57938 15.06162 1.548 -0.456 0.233 0.484
H -15.47089 -7.09622 15.79593 0.511 0.690 -0.932 0.465
O -13.63118 -3.87760 12.59155 -0.020 0.334 -0.043 -0.949
H -14.44083 -3.39409 12.42136 -0.452 -0.219 -0.292 0.472
H -13.21915 -3.28017 13.22207 0.495 -0.308 0.285 0.484
O -13.71121 -9.51931 17.78874 0.626 -0.505 -0.004 -0.972
H -13.02179 -10.21346 17.72042 -0.586 0.727 -0.087 0.472
H -13.26482 -8.71108 17.48107 -0.104 -0.259 0.046 0.494
O -9.25794 -5.15550 14.70021 1.844 0.714 -2.022 -0.960
H -9.75136 -5.46427 15.42411 -1.466 -0.440 1.460 0.486
H -9.85040 -4.81340 14.02202 -0.162 -0.295 0.507 0.465
O -8.79766 -7.49884 17.15407 1.118 -0.489 -0.425 -0.968
H -9.66526 -7.15528 16.96262 -1.056 0.326 0.152 0.493
H -8.53282 -7.82390 16.27845 0.187 0.131 0.491 0.457
O -13.07147 -6.37807 18.69077 -0.999 0.231 1.129 -0.951
H -13.84916 -5.95966 18.31508 -0.159 0.096 0.124 0.458
H -12.55029 -6.56890 17.92983 1.148 -0.269 -0.861 0.480
O -10.94597 -9.53901 15.54800 -0.349 -1.599 0.805 -0.950
H -11.65936 -8.93399 15.38792 -0.470 0.563 0.195 0.476
H -10.19244 -9.13327 15.17936 1.324 0.718 -0.698 0.458
O -11.50600 -8.48859 12.78361 1.027 0.396 -0.987 -0.992
H -12.20164 -7.89421 12.47684 0.328 -0.071 0.290 0.471
H -11.93111 -9.02941 13.43300 -0.566 -0.801 0.542 0.487
O -11.10179 -3.51904 16.74635 -0.578 1.870 -1.578 -0.966
H -11.08133 -4.35308 17.17080 0.143 -1.474 0.966 0.499
H -11.51601 -3.70054 15.88291 0.341 0.001 0.614 0.456
O -13.57251 -6.88034 12.74496 -0.215 -0.555 -0.304 -0.965
H -13.57859 -5.98735 12.42094 -0.413 0.944 -0.628 0.505
H -14.09059 -7.44334 12.15584 -0.115 0.308 0.276 0.501
O -13.54345 -9.70999 14.47409 -0.060 -0.726 -0.595 -0.982
H -14.47719 -9.85188 14.33989 -0.322 -0.055 -0.005 0.465
H -13.48303 -8.92728 15.02671 -0.166 0.505 0.318 0.501
O -10.15560 -4.80391 18.99183 0.771 0.480 -0.085 -0.936
H -9.25389 -4.93187 18.67140 0.015 0.346 -0.238 0.470
H -10.33122 -5.67308 19.31835 -0.733 -0.942 0.423 0.472


53
Properties=species:S:1:pos:R:3:forces:R:3:lowdin_charge:R:1 method="wB97M-V/def2-TZVPD" homo_ev=-10.6
Zr 1.10932 -0.90832 -1.03824 0.191 1.858 0.000 1.955
C 3.58405 2.60866 0.49978 0.326 0.081 -0.292 -0.662
F 4.17192 3.76381 0.21653 -0.070 0.046 -0.345 0.159
F 4.16058 2.13791 1.59114 -0.245 -0.394 0.073 0.161
F 2.29204 2.81403 0.70272 -0.025 -0.150 0.113 0.154
S 3.84540 1.42333 -0.93941 3.059 0.332 -1.828 0.581
O 2.79161 0.40168 -0.77703 -0.959 -1.053 0.541 -0.480
O 3.70505 2.15628 -2.18888 -0.690 -0.244 1.186 -0.280
O 5.15348 0.80738 -0.78498 -1.177 0.578 0.616 -0.281
P -0.74772 0.10669 0.31054 1.339 0.608 -0.249 0.184
O -1.82733 0.64826 1.18421 0.729 -0.779 -1.491 -0.300
O 0.72290 0.11085 0.80618 0.548 0.516 1.985 -0.403
O -0.34440 0.59920 -1.11902 -1.003 2.027 -1.442 -0.391
O -0.65675 -1.37331 -0.16564 -2.030 -3.122 0.936 -0.452
O 2.39852 0.04102 3.04136 -0.130 -0.413 -0.025 -0.063
H 1.70159 0.08710 2.36259 0.070 0.189 0.012 -0.020
H 1.99682 -0.43790 3.77555 0.019 0.133 0.014 0.040
O -0.99918 2.72083 2.67248 0.420 -0.355 0.034 -0.056
H -0.10648 2.82216 3.02392 -0.069 0.073 -0.073 0.040
H -0.97202 1.90016 2.14245 -0.139 0.730 0.431 -0.024
O 1.55317 0.40772 -2.98171 -0.033 -0.190 -0.530 -0.114
H 2.42386 0.19282 -3.34954 -0.041 0.393 -0.043 0.093
H 1.55417 1.38470 -2.90754 0.062 -0.104 0.298 0.077
O -2.34224 0.04748 3.74131 0.126 -0.444 -0.352 -0.075
H -1.76713 0.72837 4.10575 -0.116 0.138 -0.101 0.023
H -2.23747 0.13488 2.77003 -0.173 0.191 0.992 -0.030
O 0.81534 -3.42307 -1.01777 -0.041 -0.161 -0.615 -0.073
H 0.02267 -3.82479 -0.62600 -0.044 0.426 0.094 0.096
H 1.26625 -4.14408 -1.47546 0.068 0.098 0.095 0.096
O -3.61137 -0.65493 -2.73986 0.305 0.311 -0.137 -0.039
H -3.53963 -0.54848 -3.69430 -0.185 0.004 0.033 0.051
H -2.98289 -0.01634 -2.37495 -0.151 0.055 0.047 0.038
O -0.43438 -2.79000 2.49013 0.107 -0.116 -0.146 -0.049
H -1.22805 -3.13469 2.91493 0.099 0.078 0.119 0.052
H -0.71111 -1.95431 2.09875 -0.018 -0.060 0.077 -0.011
O 0.74447 3.37800 -1.70832 0.107 -0.111 -0.214 -0.050
H 0.59802 2.57748 -1.19052 -0.254 0.014 0.120 -0.010
H -0.07131 3.88136 -1.60525 0.003 -0.086 -0.007 0.053
O 2.34385 -1.88745 0.51247 0.934 -0.878 0.488 -0.107
H 3.30680 -1.99659 0.49880 -0.093 0.352 -0.013 0.121
H 2.07666 -2.07260 1.42988 -0.274 0.287 -0.145 0.101
O -0.02097 -1.51571 -2.92935 -0.094 -1.110 -0.570 -0.106
H -0.29634 -2.42174 -3.13405 -0.193 0.094 0.379 0.099
H -0.59340 -0.94610 -3.46019 0.211 0.324 0.282 0.101
O -3.99861 -1.19702 0.85776 -0.228 0.097 -0.176 -0.038
H -3.28233 -1.70764 1.24517 -0.072 -0.042 0.007 0.022
H -3.70666 -0.28124 0.91675 0.005 -0.050 0.205 0.012
O -2.77412 -2.86085 -1.17808 0.278 -0.556 -0.196 -0.089
H -3.40769 -2.16435 -1.39876 0.044 -0.156 0.028 -0.002
H -2.04843 -2.39496 -0.74373 -0.161 0.168 -0.003 -0.041
O -3.09523 2.62333 -0.22314 0.251 -0.418 -0.068 -0.069
H -2.59603 1.94007 0.27532 -0.602 0.710 -0.193 -0.025
H -3.93929 2.21093 -0.43479 0.008 0.079 0.051 0.030